ORCA calculation (ωB97M-V/def2-TZVPD) on the molecule C5H6N2O2.

Structure (XYZ):
```
15
Properties=species:S:1:pos:R:3:forces:R:3
C 3.1401 -0.7197 0.6278 1.47 -1.55 0.84
C 2.0829 -0.6700 0.0646 -1.05 2.10 -1.89
C 0.9651 0.0211 -0.6940 0.19 0.35 -1.04
C 0.4110 1.1642 0.1447 1.71 3.45 2.71
O -1.0562 1.2557 -0.1615 2.40 -3.71 1.24
C -1.1790 -0.1641 -0.3759 -1.80 1.18 -1.90
N -2.4524 -0.7348 -0.4690 0.62 -0.29 0.47
O -3.0053 -0.6310 0.9572 -1.35 3.23 -1.38
N -0.2154 -0.8346 -0.8354 1.01 0.09 0.92
H 4.0596 -1.1054 1.0899 -0.97 0.70 -0.39
H 1.2160 0.5032 -1.7396 0.22 -1.46 1.85
H 0.8994 2.1892 -0.0592 -1.00 -1.57 -0.21
H 0.7637 1.0504 1.3242 -1.85 -0.20 -2.74
H -2.1387 -1.7474 -0.9038 -1.84 2.45 2.48
H -3.4909 0.4232 1.0301 2.23 -4.77 -0.96
```
Forces are in eV/Å.

HOMO-LUMO gap, eV: 10.17
E_tot, eV: -12350.5742
SMILES string: C#C[C@@H]1COC(NO)=N1

***

ORCA calculation (ωB97M-V/def2-TZVPD) on the molecule C5H6N2O2.

Structure (XYZ):
```
15
Properties=species:S:1:pos:R:3:forces:R:3
C 1.7800 -0.2845 -0.0647 -0.26 -1.69 -2.67
C 0.3120 -0.0291 -0.3048 0.25 1.94 0.60
C -0.3982 -1.0691 -1.0855 -0.01 1.36 -0.82
N -1.3784 -1.5797 -0.4759 0.01 -0.74 -0.49
O -1.4466 -1.1294 0.7937 0.44 1.42 1.17
C -0.5209 0.1197 0.9382 -2.50 -2.11 -2.22
C -1.3392 1.3519 0.6863 2.49 -1.93 -0.87
N -0.9354 1.9502 -0.3477 -1.24 1.63 0.13
O 0.1099 1.3713 -0.9257 1.23 -2.15 -0.45
H 2.1257 0.7023 0.2254 1.07 -0.52 0.51
H 2.2560 -0.7137 -1.0604 -0.66 1.43 1.85
H 1.8034 -1.1962 0.5776 0.48 1.21 0.27
H -0.1629 -1.1204 -2.1482 -0.36 -0.75 0.27
H -0.0943 0.0336 1.8787 0.93 -0.23 1.68
H -2.1111 1.5932 1.3130 -1.88 1.14 1.04
```
Forces are in eV/Å.

HOMO-LUMO gap, eV: 10.61
E_tot, eV: -12352.9171
SMILES string: C[C@@]12C=NO[C@@H]1C=NO2

***

ORCA calculation (ωB97M-V/def2-TZVPD) on a cluster of 3 separate species, C5H6N2O2 in total.

Structure (XYZ):
```
15
Properties=species:S:1:pos:R:3:forces:R:3
C 1.2741 0.2331 -0.3033 -0.66 -5.46 -0.16
C 0.0035 2.1435 0.0124 -0.14 -3.52 -1.02
C -1.2442 1.4130 -0.0762 2.85 4.01 -0.42
C -1.1746 0.0642 -0.1466 -0.73 0.83 -1.34
C 0.0374 -0.4552 -0.4624 -0.52 -1.00 2.06
H 1.6216 -1.2801 1.1063 3.38 2.12 -2.17
H 2.0603 -2.0705 -0.3626 1.82 4.42 0.35
H -0.1433 3.1971 0.2645 1.13 -0.25 -0.49
H -2.0901 2.0324 -0.2995 -0.77 -0.07 0.89
H -2.2087 -1.5560 0.2812 1.15 -2.45 0.54
H 0.5659 -2.1403 0.2266 0.21 -0.65 0.03
N 2.5100 -0.5998 0.0413 -5.69 -5.17 1.57
N 1.2803 1.4568 -0.1347 -2.24 6.73 1.65
O -2.2685 -0.6847 0.0050 -1.87 3.47 -0.71
O -0.2238 -1.7535 -0.1521 2.07 -3.01 -0.77
```
Forces are in eV/Å.

HOMO-LUMO gap, eV: 8.00
E_tot, eV: -12349.4856

***

Q: The highest HOMO-LUMO gap belongs to which entry?
A: number 2

***

Repeat the third record exactly.
ORCA calculation (ωB97M-V/def2-TZVPD) on a cluster of 3 separate species, C5H6N2O2 in total.

Structure (XYZ):
```
15
Properties=species:S:1:pos:R:3:forces:R:3
C 1.2741 0.2331 -0.3033 -0.66 -5.46 -0.16
C 0.0035 2.1435 0.0124 -0.14 -3.52 -1.02
C -1.2442 1.4130 -0.0762 2.85 4.01 -0.42
C -1.1746 0.0642 -0.1466 -0.73 0.83 -1.34
C 0.0374 -0.4552 -0.4624 -0.52 -1.00 2.06
H 1.6216 -1.2801 1.1063 3.38 2.12 -2.17
H 2.0603 -2.0705 -0.3626 1.82 4.42 0.35
H -0.1433 3.1971 0.2645 1.13 -0.25 -0.49
H -2.0901 2.0324 -0.2995 -0.77 -0.07 0.89
H -2.2087 -1.5560 0.2812 1.15 -2.45 0.54
H 0.5659 -2.1403 0.2266 0.21 -0.65 0.03
N 2.5100 -0.5998 0.0413 -5.69 -5.17 1.57
N 1.2803 1.4568 -0.1347 -2.24 6.73 1.65
O -2.2685 -0.6847 0.0050 -1.87 3.47 -0.71
O -0.2238 -1.7535 -0.1521 2.07 -3.01 -0.77
```
Forces are in eV/Å.

HOMO-LUMO gap, eV: 8.00
E_tot, eV: -12349.4856